1.
A structure of composition C33H44AuBrGeN7O4S2Si3 at a distorted geometry, computed with the ωB97M-V functional and the def2-TZVPD basis.

```
96
Properties=species:S:1:pos:R:3:mulliken_charge:R:1
Au 1.5673 -0.2742 1.7684 0.3461
Br 2.3642 8.2556 -6.2210 -0.0971
C 3.4008 7.6397 -4.7966 -0.1024
C 4.1780 6.4202 -4.9200 -0.1771
C 4.8006 5.7301 -3.9100 -0.5343
C 4.4948 6.2263 -2.5574 0.2771
C 3.9554 7.5069 -2.4279 -0.2526
C 3.4239 8.2398 -3.4988 -0.3471
N 4.7750 5.5822 -1.4491 -0.5089
N 5.3219 4.4012 -1.3990 -0.4035
C 4.9046 3.3222 -0.7862 0.4352
C 5.8688 2.1473 -0.7360 -0.5130
C 5.6157 0.9117 -0.3022 -0.7425
C 4.2883 0.6429 0.4711 0.6673
O 3.9699 -0.4732 0.7906 -0.4570
C 3.3401 1.9426 0.5960 0.4412
N 2.2494 1.6944 1.3733 -0.2629
C 1.3722 2.7203 1.6471 -0.2247
C 1.7102 4.0355 1.2281 -0.9396
C 2.8588 4.3366 0.4643 -0.4327
C 3.7171 3.2407 0.1325 0.3430
H 4.4450 5.9782 -5.9323 0.2979
H 5.5078 4.9823 -3.9452 0.5688
H 4.0189 7.8735 -1.4344 0.4527
H 3.1188 9.2273 -3.2016 0.4250
H 6.8085 2.2941 -1.2531 0.4081
H 6.4122 0.1368 -0.2564 0.3898
H 0.3929 2.5853 2.1007 0.5028
H 0.9322 4.7858 1.4057 0.4183
H 3.1720 5.3424 0.1329 0.6394
O -1.1554 0.7572 1.6315 -0.2579
N -1.9340 -0.1244 2.1313 0.7576
C -1.4303 1.6844 4.1760 -1.0865
Si -2.4443 0.1540 3.8695 -0.0657
C -1.7228 -1.2034 4.8861 -0.8631
C -4.2646 0.3904 3.9304 -1.0143
Ge -2.3027 -1.1986 0.5613 -0.1450
Si -3.8970 -2.8750 1.2227 0.1766
C -3.8542 -3.1650 3.0582 -0.8652
C -3.5076 -4.3142 0.1682 -1.0071
C -5.4602 -2.0984 0.6178 -1.1070
Si -2.2788 0.7030 -1.0793 1.0818
C -0.7429 1.8264 -1.0509 -0.9988
C -3.6285 1.4876 -0.0598 -1.0056
C -2.7207 0.2310 -2.8118 -1.2095
H -1.5841 2.0301 5.2453 0.4083
H -1.7684 2.4750 3.4796 0.3076
H -0.4010 1.5297 4.0214 0.2718
H -0.7173 -1.5448 4.6016 0.1575
H -2.3926 -2.0645 4.8909 0.3293
H -1.7000 -0.8815 5.9159 0.4894
H -4.5294 0.4264 4.9770 0.5248
H -4.8776 -0.4530 3.5581 0.3275
H -4.4452 1.3088 3.3625 0.3192
H -4.1452 -2.2493 3.5121 0.0850
H -2.8333 -3.5864 3.3302 0.1981
H -4.5800 -3.9136 3.2679 0.5945
H -4.4161 -4.9617 0.2125 0.5539
H -2.5521 -4.8591 0.3336 0.2390
H -3.4035 -4.0593 -0.8804 0.2450
H -5.6134 -1.0783 0.8914 0.3712
H -6.3667 -2.6917 0.8620 0.4379
H -5.3019 -2.1125 -0.4505 0.3389
H -0.6326 2.5765 -0.2822 0.2251
H -0.6861 2.2784 -2.0427 0.5309
H 0.1641 1.2224 -1.0481 0.1884
H -3.3889 1.3679 0.9649 -0.0619
H -4.6117 1.0409 -0.2872 0.2998
H -3.8071 2.5185 -0.1979 0.5579
H -1.8282 -0.2138 -3.1818 0.2563
H -2.8451 1.1078 -3.4261 0.4698
H -3.5788 -0.3805 -2.8782 0.3617
N 0.1500 -7.2855 -3.9802 -0.4636
C 0.1585 -6.1939 -3.2276 0.6391
C -0.9684 -5.3925 -3.0247 -0.8652
C -0.9258 -4.2625 -2.3854 -0.6545
C 0.2166 -3.7513 -1.8314 -0.1032
C 1.3984 -4.4765 -2.0623 -0.4461
C 1.3795 -5.6409 -2.7242 -0.7140
S 0.2536 -2.2200 -1.1438 1.5870
O 1.6017 -1.9724 -0.7703 -0.5863
O -0.5877 -1.4103 -1.9254 -0.6393
N -0.7317 -2.3490 0.4981 0.2508
C 0.0170 -2.9099 1.4665 -0.0092
S 0.2657 -4.5615 1.6531 0.0023
C 1.3714 -4.2994 2.9468 -0.3848
C 1.5681 -3.0321 3.1126 -0.7983
N 0.7715 -2.1968 2.2456 -0.1193
H -0.7519 -7.6438 -4.3075 0.2253
H 1.0563 -7.5683 -4.4130 0.2358
H -1.8416 -5.6150 -3.5624 0.3649
H -1.7953 -3.6695 -2.3215 0.7547
H 2.4389 -4.2515 -1.8420 0.3831
H 2.3119 -6.0509 -2.8884 0.4446
H 1.6437 -5.1840 3.5031 0.4753
H 2.2009 -2.6046 3.8975 0.3861
```

## Properties
HOMO-LUMO gap (spin up / spin down) = 6.18 / 4.20 eV
HOMO (spin up / spin down) = -11.3 / -12.4 eV
spin multiplicity = 4
net charge = +2
⟨S²⟩ = 3.8239
relative energy (zero: lowest compared OMol25 entry of this formula, charge and spin) = 0.6 kcal/mol
calculated total energy = -229091.2115 eV

2.
A structure of composition C26H29F10N5O2PtS at a distorted geometry, computed with the ωB97M-V functional and the def2-TZVPD basis.

```
74
Properties=species:S:1:pos:R:3:mulliken_charge:R:1
Pt -0.1749 0.9612 0.5160 1.8298
C 0.9787 3.8013 1.4131 -1.2288
N 0.3695 3.2323 0.2403 0.9421
C -0.8550 4.0210 -0.1518 -1.4355
C -1.9732 3.0555 -0.4403 -0.6514
N -1.5097 1.8682 -1.1087 0.0010
C -2.5255 1.0607 -1.5844 -0.2677
C -2.2429 0.1964 -2.6604 -0.0075
F -0.9680 0.0425 -3.1497 -0.4701
C -3.1689 -0.5074 -3.3752 0.4538
F -2.8746 -1.2023 -4.4499 -0.3595
C -4.5037 -0.4984 -2.9598 0.5124
F -5.4473 -1.2532 -3.5177 -0.3086
C -4.8255 0.4034 -1.9111 0.1110
F -6.1067 0.5214 -1.5684 -0.3247
C -3.8586 1.1230 -1.2417 0.5452
F -4.2711 1.8716 -0.2191 -0.4173
C 1.2567 3.2706 -0.9486 -1.2793
C 2.3541 2.2216 -0.7936 -0.9856
N 1.6719 0.9222 -0.7059 -0.4997
C 2.6898 0.0556 -0.3151 0.3126
C 3.3240 -0.8546 -1.1395 0.5181
F 3.1203 -0.8952 -2.4436 -0.4720
C 4.2081 -1.7963 -0.6611 0.5038
F 4.6319 -2.8162 -1.4640 -0.4150
C 4.7053 -1.7931 0.6282 0.4706
F 5.6025 -2.6914 1.0419 -0.3230
C 4.1407 -0.8799 1.5025 0.1628
F 4.6432 -0.8076 2.7055 -0.3242
C 3.1584 -0.0428 1.0478 -0.6224
F 2.7523 0.9642 1.8699 -0.2916
H 1.4262 4.8330 1.3707 0.2423
H 1.8878 3.1663 1.6488 0.1502
H 0.2319 3.8488 2.2906 0.3431
H -0.6231 4.6911 -0.9756 0.4053
H -1.1112 4.6803 0.6670 0.3953
H -2.7407 3.5650 -0.9690 0.6485
H -2.4546 2.7592 0.5292 0.3144
H 1.6016 4.2882 -1.1818 0.4518
H 0.6821 2.9233 -1.7861 0.4658
H 3.0281 2.4470 0.0211 0.5358
H 2.9814 2.2598 -1.7092 0.3314
C -2.2385 -2.0206 2.9545 -1.9594
C -1.5190 -0.7228 2.5673 1.3728
C -2.5035 0.4648 2.5086 -1.6215
C -0.4669 -0.3843 3.5975 -1.5379
C -0.9538 -0.8818 1.1332 -0.5898
H -2.9647 -1.7907 3.7265 0.4992
H -1.5412 -2.8197 3.3138 0.3501
H -2.8623 -2.3268 2.1321 0.4104
H -2.8047 0.6635 3.5510 0.5546
H -3.4133 0.1677 2.0096 0.3585
H -2.0968 1.3910 2.0421 0.0384
H -0.9025 -0.1916 4.6227 0.4624
H 0.1123 0.5129 3.3221 0.0932
H 0.1733 -1.2671 3.7046 0.4982
H -1.6986 -1.2927 0.4589 0.9626
S 0.2799 -2.2325 1.3079 -0.4362
C 0.5991 -2.7627 -0.3089 0.5770
N 0.4803 -2.0207 -1.3761 0.6840
C 0.4823 -2.5207 -2.7394 -0.2411
C 0.5957 -4.0289 -2.7670 -1.0966
C 1.6595 -4.4909 -1.7814 -0.4725
N 1.1981 -3.9633 -0.4533 -0.1769
H 0.1447 -1.1126 -1.2590 -0.8677
H 1.3145 -2.0904 -3.2855 0.2895
H -0.4265 -2.2423 -3.2672 0.2053
H 0.6972 -4.3667 -3.7992 0.4323
H -0.3480 -4.3807 -2.3728 0.3671
H 2.5641 -4.0386 -2.1129 0.1353
H 1.8272 -5.5913 -1.7093 0.4673
H 1.4227 -4.5220 0.4009 0.2886
O 1.9588 3.3916 5.1863 0.0090
O 2.0193 4.4548 4.6309 -0.0197
```

## Properties
HOMO-LUMO gap (spin up / spin down) = 6.54 / 6.82 eV
HOMO (spin up / spin down) = -6.4 / -7.4 eV
spin multiplicity = 5
⟨S²⟩ = 6.0204
relative energy (zero: lowest compared OMol25 entry of this formula, charge and spin) = 6.9 kcal/mol
calculated total energy = -80225.3124 eV

3.
A cluster of 3 separate species, C2H9NS in total, computed with the ωB97M-V functional and the def2-TZVPD basis.

```
13
Properties=species:S:1:pos:R:3:mulliken_charge:R:1
H -4.6530 -3.5505 3.4599 -0.0005
H -4.3386 -3.8112 2.8116 0.0006
C 1.3249 -0.5340 -1.2976 -0.4394
C 2.4487 -0.0220 -2.1062 -0.4557
S 1.9627 -1.7175 -2.4824 -0.1231
H 1.4132 -0.7204 -0.2366 0.2723
H 0.3375 -0.1545 -1.4634 0.2350
H 3.3781 0.1726 -1.6036 0.2571
H 2.2234 0.6999 -2.9038 0.2426
N -0.8744 2.1218 1.3874 -0.6753
H -0.3810 2.9504 1.0652 0.2225
H -1.0343 2.3360 2.3778 0.2378
H -1.8073 2.2294 0.9916 0.2261
```

## Properties
HOMO-LUMO gap = 9.62 eV
HOMO = -8.7 eV
spin multiplicity = 1
SMILES string = [H][H].C1CS1.N
relative energy (zero: lowest compared OMol25 entry of this formula, charge and spin) = 37.6 kcal/mol
calculated total energy = -14543.6617 eV

4.
A structure of composition C36H37AuBrN7OTe at a distorted geometry, computed with the ωB97M-V functional and the def2-TZVPD basis.

```
84
Properties=species:S:1:pos:R:3:mulliken_charge:R:1
Au 3.4127 0.3360 -0.8553 0.2569
Br 1.6799 -1.5117 7.1995 -0.1708
C 0.4836 -0.2203 6.4332 0.4192
C 1.0432 0.7611 5.6493 -0.2745
C 0.2028 1.6955 5.0641 -0.3973
N -1.1096 1.6614 5.3376 -0.5349
C -1.6098 0.7333 6.0784 -0.2862
C -0.8821 -0.2762 6.6914 -0.3692
H 2.1618 0.8919 5.6643 0.3300
H 0.5562 2.4483 4.3537 0.4688
H -2.6708 0.9148 6.2438 0.3955
H -1.2490 -1.1243 7.2544 0.4218
N -1.1438 -5.0894 0.9772 -0.6068
N -1.0947 -5.8729 -0.1629 0.9461
N -0.8147 -5.4891 -1.4638 -0.5623
C -0.7962 -6.6817 -2.0759 -0.0723
N -1.1891 -7.7332 -1.3179 -0.3119
N -1.3522 -7.2281 -0.1285 -0.3616
H -0.4110 -4.3953 1.0956 0.2557
H -1.2236 -5.6226 1.8394 0.3013
H -0.6104 -6.8400 -3.1339 0.4199
C -7.2960 -0.7497 -1.0611 -1.3283
C -5.8305 -0.4326 -0.9656 0.8710
C -5.0209 -1.0929 -1.8636 -1.0312
C -3.5911 -0.8829 -1.7920 1.0773
C -2.7415 -1.7073 -2.6949 -1.1399
C -3.0643 0.1483 -0.9831 -0.4111
Te -0.8428 0.7023 -1.2485 0.2946
N 1.5824 1.1762 -0.8781 -0.6193
C 1.2269 2.3870 -0.4783 1.5340
O 0.0064 2.8716 -0.4516 -0.6258
C 2.1950 3.3098 0.2832 0.2459
C 3.3690 2.8442 0.8619 -0.4912
C 4.3514 3.8225 1.1724 -0.6238
C 3.9831 5.1426 1.3411 -0.3456
C 2.6800 5.5828 1.0040 -0.4886
C 1.7887 4.7276 0.4151 -0.6399
C -1.0021 1.9864 -2.9113 0.6281
C -1.8636 3.1155 -2.7357 -0.1033
C -2.1101 4.0229 -3.7230 -1.0233
C -1.4657 3.8017 -4.9601 -0.4976
C -0.7377 2.6636 -5.2142 -0.7815
C -0.4225 1.7870 -4.1871 1.0572
C 0.4980 0.6836 -4.4029 -1.5190
C -3.9049 0.7650 -0.0335 1.1254
C -3.3315 1.8327 0.8312 -1.2286
C -5.2207 0.3985 0.0319 -1.0119
H -7.7928 -0.3714 -0.1621 0.3676
H -7.4055 -1.8567 -1.2389 0.3342
H -7.7119 -0.2818 -2.0046 0.2972
H -5.3702 -1.8726 -2.5712 0.2787
H -2.0219 -1.0410 -3.1724 -0.0489
H -3.3381 -2.2596 -3.4630 0.3822
H -2.1194 -2.5171 -2.2050 0.3169
H 3.5655 1.7672 1.0283 0.6297
H 5.3888 3.4576 1.4088 0.3479
H 4.7830 5.8318 1.6506 0.3548
H 2.4889 6.6361 1.1246 0.4121
H 0.8064 4.9780 -0.0626 0.3574
H -2.3905 3.1707 -1.7708 0.1760
H -2.7987 4.8207 -3.5265 0.4742
H -1.6131 4.4929 -5.7601 0.4014
H -0.3531 2.4519 -6.2017 0.4744
H 1.1559 0.9478 -5.2032 0.5237
H 0.0232 -0.2764 -4.5942 0.2775
H 1.2013 0.5506 -3.5604 0.1142
H -2.7675 2.5490 0.2138 0.2329
H -2.6270 1.3294 1.6068 0.2727
H -4.1924 2.3627 1.2656 0.4164
H -5.8365 0.9405 0.7680 0.2897
C 5.1655 -0.8068 -0.8096 -1.4991
C 5.0935 -1.9405 0.0938 1.0835
C 6.1612 -2.0887 1.0019 -0.4900
C 6.1643 -3.1400 1.9042 -0.3065
C 5.0553 -3.9494 2.0717 -0.5451
C 3.9863 -3.7495 1.2063 -0.3533
C 4.0173 -2.8029 0.1717 -0.4517
H 5.2542 -1.1358 -1.8162 0.4948
H 5.9837 -0.1537 -0.6977 0.4408
H 7.0386 -1.4236 0.9616 0.3012
H 7.0972 -3.2806 2.5879 0.2662
H 5.0331 -4.6966 2.8727 0.4079
H 3.0032 -4.2722 1.3490 0.2796
H 3.2537 -2.6340 -0.5672 0.4980
```

## Properties
HOMO-LUMO gap (spin up / spin down) = 8.46 / 5.02 eV
HOMO (spin up / spin down) = -10.8 / -11.2 eV
spin multiplicity = 4
net charge = +1
⟨S²⟩ = 3.7952
relative energy (zero: lowest compared OMol25 entry of this formula, charge and spin) = 58.5 kcal/mol
calculated total energy = -131422.5735 eV

5.
An isolated molecule of C3H3NOS2 at a distorted geometry, computed with the ωB97M-V functional and the def2-TZVPD basis.

```
10
Properties=species:S:1:pos:R:3:mulliken_charge:R:1
S 2.5431 -0.6091 -0.0045 -0.2044
C 0.9114 0.1798 -0.1125 0.3227
C 0.4878 1.4473 -0.0824 -0.3096
N -1.0054 1.4568 -0.0043 -0.4247
C -1.2774 0.2527 0.0682 0.5252
S -2.7383 -0.6683 -0.0498 -0.2615
O -0.2065 -0.6808 -0.0756 -0.3392
H 2.3028 -1.8090 -0.0651 0.1102
H 1.0508 2.3207 0.1085 0.3974
H -2.0682 -1.8903 0.2175 0.1839
```

## Properties
HOMO-LUMO gap = 9.28 eV
HOMO = -8.7 eV
spin multiplicity = 1
SMILES string = Sc1cnc(S)o1
relative energy (zero: lowest compared OMol25 entry of this formula, charge and spin) = 44.4 kcal/mol
calculated total energy = -28365.9082 eV

6.
A cluster of 6 separate species, C18H21Cl6N3 in total at a distorted geometry, computed with the ωB97M-V functional and the def2-TZVPD basis.

```
48
Properties=species:S:1:pos:R:3:mulliken_charge:R:1
C 2.5905 -0.7872 -1.5030 -0.3402
C 1.3387 -0.8640 -2.0796 -0.3448
C 1.1222 -0.1312 -3.2445 -0.1264
N 2.0267 0.6988 -3.7687 -0.6087
C 3.2326 0.7450 -3.2138 -0.2681
C 3.5697 0.0056 -2.0751 -0.3746
H 2.8739 -1.3834 -0.6432 0.4057
H 0.5152 -1.4671 -1.7225 0.4090
H 0.1911 -0.2069 -3.7909 0.4160
H 3.9667 1.3916 -3.6767 0.3882
H 4.5691 0.0055 -1.6643 0.4457
C -4.4894 -1.2975 -3.9052 -0.4427
C -3.6111 -0.7050 -2.9939 -0.2404
C -3.8099 -0.9294 -1.6401 0.1756
N -4.7997 -1.6827 -1.1397 -0.5029
C -5.5891 -2.2691 -2.0329 -0.2320
C -5.5009 -2.0806 -3.4150 -0.3379
H -4.3583 -1.2111 -4.9771 0.3753
H -2.8314 -0.0350 -3.3290 0.3975
H -3.1781 -0.3509 -0.9778 0.0805
H -6.3395 -2.9177 -1.5949 0.3658
H -6.2538 -2.5691 -4.0190 0.3635
C -2.2442 -2.2676 4.1844 -0.1019
C -2.1868 -1.0240 3.5721 -0.7864
C -1.7462 -0.9900 2.2537 0.0034
N -1.3785 -2.0610 1.5696 -0.1759
C -1.3770 -3.2362 2.2153 -0.2356
C -1.8592 -3.4098 3.5031 -0.4922
H -2.6548 -2.2419 5.1892 0.3387
H -2.5341 -0.1722 4.1380 0.3849
H -1.6861 -0.0343 1.7444 0.3251
H -1.0122 -4.0985 1.6707 0.3626
H -1.9650 -4.3794 3.9681 0.3796
Cl -0.7605 1.2926 -0.6291 -0.0975
C 0.7721 1.8162 0.0748 -0.0278
Cl 1.2019 0.7896 1.4322 -0.1233
H 1.5493 1.7499 -0.6794 -0.1689
H 0.6827 2.8256 0.4614 0.4073
Cl 4.8062 2.3725 4.0148 -0.1658
C 3.0596 2.4078 4.0937 -0.0910
Cl 2.3911 3.7175 3.0872 -0.1352
H 2.6687 1.4699 3.7177 0.0629
H 2.7636 2.5599 5.1249 0.3308
Cl 4.2243 2.9555 -0.0135 -0.0065
C 5.3728 4.1692 0.6019 -0.2738
Cl 4.8540 5.8133 0.2885 -0.1574
H 5.4755 4.0053 1.6703 0.1106
H 6.3479 4.0114 0.1524 0.3293
```

## Properties
HOMO-LUMO gap = 10.05 eV
HOMO = -9.5 eV
spin multiplicity = 1
SMILES string = c1ccncc1.c1ccncc1.c1ccncc1.ClCCl.ClCCl.ClCCl
calculated total energy = -98610.8003 eV

calculated total energy of number 4 (C36H37AuBrN7OTe)? -131422.5735 eV

Which of these has the lowest calculated total energy? C33H44AuBrGeN7O4S2Si3